[1]
14
Properties=species:S:1:pos:R:3:forces:R:3:nbo_charge:R:1 method="wB97M-V/def2-TZVPD" total_charge=+3 homo_energy_ev=-23.87 orbital_gap_ev=4.2 e_tot_ha=-622.6241
C 0.894 0.297 0.102 -1.2 0.3 -0.4 -0.13
C 1.252 -0.015 1.217 -0.1 -0.8 0.5 -0.05
H 0.424 0.630 -0.810 0.7 0.1 -0.2 0.32
H 1.590 -0.493 2.124 0.3 0.5 -0.1 0.31
H -0.442 -0.232 0.863 2.7 1.6 -0.7 0.48
Al -3.434 -0.430 1.156 -0.9 1.8 -0.4 2.46
O -2.790 -1.790 1.962 -3.4 -2.2 0.5 -0.74
C -1.701 -1.574 1.414 7.5 -0.6 3.5 0.98
O -1.584 -0.368 0.884 -3.2 1.0 -2.0 -0.79
O -0.534 -1.999 1.762 -2.9 -0.2 -1.6 -0.33
C -0.456 -3.060 2.743 0.3 -1.8 1.3 -0.30
H 0.608 -3.284 2.830 -0.2 -0.1 -0.1 0.28
H -0.853 -2.696 3.696 0.0 0.1 -0.2 0.25
H -1.026 -3.925 2.389 0.2 0.1 0.0 0.26



[2]
11
Properties=species:S:1:pos:R:3:forces:R:3:nbo_charge:R:1 method="wB97M-V/def2-TZVPD" total_charge=-1 homo_energy_ev=-4.62 orbital_gap_ev=7.7 smiles=[O-][C@@]1(Br)O[C@]1(O)CBr e_tot_ha=-5489.8920
O -1.997 1.527 0.213 0.0 1.5 0.3 -0.71
C -1.277 0.624 -0.147 -0.8 -1.4 0.5 0.63
Br -2.428 -1.153 -0.155 -0.7 -1.4 -0.1 -0.44
O -0.448 0.548 -1.256 0.8 -0.3 -0.8 -0.55
C 0.127 0.222 0.050 -0.2 2.7 -0.5 0.31
O 0.865 1.371 0.478 0.4 -1.7 0.1 -0.71
C 0.810 -1.045 0.260 0.1 -2.0 -0.7 -0.46
Br 2.596 -0.963 -0.454 1.5 0.3 -0.2 -0.06
H 0.318 2.037 0.073 -0.2 1.0 0.1 0.49
H 0.921 -1.227 1.335 -0.2 -0.3 -0.4 0.24
H 0.514 -1.941 -0.397 -0.7 1.7 1.7 0.28



[3]
25
Properties=species:S:1:pos:R:3:forces:R:3:nbo_charge:R:1 method="wB97M-V/def2-TZVPD" homo_energy_ev="-7.50 / -7.50" orbital_gap_ev="7.4 / 7.4" e_tot_ha=-1182.4615
C 0.016 2.715 1.407 1.7 -0.9 1.2 -0.63
C 0.650 3.748 0.469 -0.6 1.8 1.7 -0.51
C 0.665 3.357 -0.954 0.0 -0.1 -1.2 0.23
N 0.229 2.339 -1.586 0.2 0.6 1.0 -0.75
P -0.585 1.027 -0.977 0.6 -1.9 -0.4 1.32
S -2.493 1.039 -1.162 0.1 0.2 -0.1 -0.47
C 0.490 -0.263 -0.772 -0.3 1.0 0.3 -0.77
C 0.166 -1.682 -0.607 -1.5 0.9 1.7 -0.06
C 0.979 -2.400 0.240 0.8 -1.0 0.2 -0.19
C 0.645 -3.691 0.618 -0.8 0.4 -0.1 -0.21
C -0.581 -4.202 0.257 -0.9 1.1 -0.9 -0.21
C -1.503 -3.449 -0.491 1.4 2.0 -0.5 -0.20
C -1.143 -2.140 -0.906 2.4 -0.6 -0.7 -0.20
H -0.921 2.320 0.875 0.9 0.8 1.7 0.23
H -0.074 3.174 2.508 -0.4 -1.2 -2.6 0.24
H 0.792 1.840 1.486 -1.7 1.3 0.1 0.22
H 1.699 4.091 0.715 -0.9 -0.7 0.0 0.24
H 0.055 4.726 0.679 0.9 -1.3 -1.1 0.25
H 1.180 4.034 -1.617 0.2 0.6 -0.1 0.18
H 1.407 0.028 -0.237 -0.1 0.2 -0.9 0.24
H 1.888 -1.957 0.608 0.3 0.1 0.0 0.20
H 1.206 -4.302 1.282 0.9 -0.1 0.3 0.21
H -0.851 -5.171 0.563 -0.3 -1.1 0.3 0.21
H -2.442 -3.816 -0.786 -1.0 -0.7 -0.1 0.21
H -1.475 -1.367 -1.611 -1.8 -1.3 0.3 0.23